No. 1
Here is the molecule C18H34O3 from the Open Molecules 2025 dataset. Energies are from ωB97M-V/def2-TZVPD.

Calculated values
SMILES	CCCCCCCC/C=C\CCCCCC[C@@H](O)C(=O)O
DFT total energy	-931.99435	hartree
relative energy (zero: lowest compared OMol25 entry of this formula, charge and spin)	21.2	kcal per mole

Bonds (Å) are listed after each position.
Atoms and positions in Å:
1 C -8.576 -2.300 0.405  H2 1.088, C3 1.524, H54 1.088, H55 1.088
2 H -8.807 -2.345 -0.657  C1 1.088
3 C -7.072 -2.181 0.620  C1 1.524, C4 1.527, H52 1.093, H53 1.093
4 C -6.502 -0.924 -0.033  C3 1.527, C5 1.527, H50 1.093, H51 1.093
5 C -4.995 -0.800 0.176  C4 1.527, C6 1.527, H48 1.091, H49 1.093
6 C -4.429 0.453 -0.489  C5 1.527, C7 1.529, H46 1.093, H47 1.093
7 C -2.941 0.668 -0.217  C6 1.529, C8 1.527, H44 1.093, H45 1.093
8 C -2.049 -0.395 -0.855  C7 1.527, H9 1.093, H10 1.091, C11 1.533
9 H -2.291 -0.478 -1.917  C8 1.093
10 H -2.236 -1.364 -0.391  C8 1.091
11 C -0.563 -0.051 -0.701  C8 1.533, C12 1.496, H42 1.095, H43 1.089
12 C -0.200 1.173 -1.480  C11 1.496, C13 1.325, H41 1.084
13 C 0.291 2.314 -1.019  C12 1.325, C14 1.497, H40 1.084
14 C 0.623 2.659 0.399  C13 1.497, H15 1.094, C16 1.534, H39 1.090
15 H 0.186 3.635 0.630  C14 1.094
16 C 2.139 2.738 0.613  C14 1.534, C17 1.526, H37 1.092, H38 1.093
17 C 2.807 1.374 0.465  C16 1.526, C18 1.526, H35 1.092, H36 1.092
18 C 4.323 1.456 0.628  C17 1.526, C19 1.526, H33 1.092, H34 1.093
19 C 4.981 0.085 0.500  C18 1.526, C20 1.527, H31 1.092, H32 1.093
20 C 6.497 0.171 0.661  C19 1.527, H21 1.091, H22 1.091, C23 1.543
21 H 6.734 0.607 1.633  C20 1.091
22 H 6.930 0.799 -0.118  C20 1.091
23 C 7.170 -1.217 0.597  C20 1.543, O24 1.400, C26 1.517, H30 1.099
24 O 6.728 -2.067 1.618  C23 1.400, H25 0.970
25 H 6.145 -2.728 1.214  O24 0.970
26 C 6.895 -1.854 -0.751  C23 1.517, O27 1.205, O28 1.330
27 O 6.225 -2.846 -0.881  C26 1.205
28 O 7.454 -1.204 -1.769  C26 1.330, H29 0.971
29 H 7.240 -1.639 -2.610  O28 0.971
30 H 8.256 -1.085 0.701  C23 1.099
31 H 4.581 -0.581 1.267  C19 1.092
32 H 4.735 -0.342 -0.476  C19 1.093
33 H 4.559 1.879 1.607  C18 1.092
34 H 4.733 2.128 -0.130  C18 1.093
35 H 2.401 0.691 1.214  C17 1.092
36 H 2.568 0.965 -0.519  C17 1.092
37 H 2.341 3.133 1.612  C16 1.092
38 H 2.569 3.433 -0.112  C16 1.093
39 H 0.199 1.931 1.091  C14 1.090
40 H 0.514 3.104 -1.726  C13 1.084
41 H -0.384 1.083 -2.544  C12 1.084
42 H 0.031 -0.889 -1.079  C11 1.095
43 H -0.329 0.071 0.356  C11 1.089
44 H -2.648 1.645 -0.609  C7 1.093
45 H -2.770 0.681 0.863  C7 1.093
46 H -4.980 1.323 -0.121  C6 1.093
47 H -4.593 0.394 -1.568  C6 1.093
48 H -4.508 -1.687 -0.233  C5 1.091
49 H -4.781 -0.767 1.247  C5 1.093
50 H -6.717 -0.946 -1.104  C4 1.093
51 H -6.999 -0.044 0.385  C4 1.093
52 H -6.576 -3.060 0.204  C3 1.093
53 H -6.860 -2.158 1.692  C3 1.093
54 H -8.961 -3.201 0.878  C1 1.088
55 H -9.092 -1.442 0.831  C1 1.088

***

No. 2
Here is a cluster of 2 separate species, C32H26BF3O3S in total at a distorted geometry from the Open Molecules 2025 dataset. Energies are from ωB97M-V/def2-TZVPD.

Calculated values
DFT total energy	-2183.33294	hartree
relative energy (zero: lowest compared OMol25 entry of this formula, charge and spin)	13.7	kcal per mole

Bonds (Å) are listed after each position.
Atoms and positions in Å:
1 C -5.718 -3.100 -0.196  O2 1.448, H16 1.093, H17 1.103, H18 1.102
2 O -4.546 -3.948 -0.280  C1 1.448, C3 1.361
3 C -3.348 -3.348 -0.519  O2 1.361, C4 1.423, C15 1.420
4 C -2.189 -4.166 -0.415  C3 1.423, C5 1.377, H19 1.092
5 C -0.934 -3.609 -0.524  C4 1.377, C6 1.427, H20 1.094
6 C -0.758 -2.235 -0.862  C5 1.427, C7 1.444, C14 1.414
7 C 0.523 -1.669 -1.214  C6 1.444, C8 1.425, H21 1.090
8 C 0.866 -1.424 -2.575  C7 1.425, C9 1.434, C13 1.432
9 C 2.220 -1.428 -3.046  C8 1.434, C10 1.388, H22 1.089
10 C 2.528 -0.970 -4.319  C9 1.388, C11 1.407, H23 1.096
11 C 1.498 -0.600 -5.202  C10 1.407, C12 1.402, H24 1.091
12 C 0.155 -0.738 -4.823  C11 1.402, C13 1.384, H25 1.093
13 C -0.154 -1.189 -3.552  C8 1.432, C12 1.384, H26 1.088
14 C -1.934 -1.466 -1.031  C6 1.414, C15 1.380, H27 1.087
15 C -3.199 -1.963 -0.794  C3 1.420, C14 1.380, H28 1.097
16 H -6.552 -3.788 -0.037  C1 1.093
17 H -5.635 -2.404 0.657  C1 1.103
18 H -5.867 -2.540 -1.133  C1 1.102
19 H -2.336 -5.234 -0.239  C4 1.092
20 H -0.041 -4.234 -0.436  C5 1.094
21 H 1.292 -1.588 -0.445  C7 1.090
22 H 2.998 -1.793 -2.377  C9 1.089
23 H 3.573 -0.881 -4.636  C10 1.096
24 H 1.740 -0.167 -6.174  C11 1.091
25 H -0.659 -0.473 -5.502  C12 1.093
26 H -1.199 -1.329 -3.281  C13 1.088
27 H -1.825 -0.440 -1.373  C14 1.087
28 H -4.067 -1.294 -0.840  C15 1.097
29 C 2.755 4.234 5.528  C30 1.478, H54 1.091, H55 1.094, H56 1.094
30 C 2.321 3.738 4.205  C29 1.478, C31 1.380, S53 1.736
31 C 1.903 4.495 3.129  C30 1.380, C32 1.444, H57 1.089
32 C 1.491 3.695 1.999  C31 1.444, C33 1.376, H58 1.086
33 C 1.556 2.344 2.249  C32 1.376, B34 1.612, S53 1.723
34 B 1.250 1.146 1.214  C33 1.612, C35 1.664, O45 1.501, O52 1.490
35 C -0.370 1.300 0.870  B34 1.664, C36 1.387, C44 1.387
36 C -1.270 1.199 1.921  C35 1.387, C37 1.403, H59 1.091
37 C -2.648 1.337 1.697  C36 1.403, C38 1.387, H60 1.084
38 C -3.093 1.616 0.413  C37 1.387, C39 1.508, C43 1.391
39 C -4.567 1.726 0.115  C38 1.508, F40 1.366, F41 1.384, F42 1.363
40 F -4.925 2.962 -0.348  C39 1.366
41 F -4.924 0.828 -0.876  C39 1.384
42 F -5.355 1.451 1.192  C39 1.363
43 C -2.192 1.802 -0.630  C38 1.391, C44 1.407, H61 1.089
44 C -0.816 1.609 -0.406  C35 1.387, C43 1.407, H62 1.096
45 O 2.254 1.469 0.145  B34 1.501, C46 1.344
46 C 3.198 0.526 0.308  O45 1.344, C47 1.435, C51 1.397
47 C 2.817 -0.444 1.295  C46 1.435, C48 1.397, O52 1.353
48 C 3.512 -1.651 1.410  C47 1.397, C49 1.394, H63 1.086
49 C 4.482 -1.944 0.453  C48 1.394, C50 1.399, H64 1.092
50 C 4.877 -0.984 -0.486  C49 1.399, C51 1.394, H65 1.093
51 C 4.292 0.281 -0.525  C46 1.397, C50 1.394, H66 1.088
52 O 1.608 -0.162 1.833  B34 1.490, C47 1.353
53 S 2.239 2.051 3.804  C30 1.736, C33 1.723
54 H 2.717 5.324 5.547  C29 1.091
55 H 2.097 3.848 6.313  C29 1.094
56 H 3.779 3.910 5.737  C29 1.094
57 H 1.897 5.584 3.144  C31 1.089
58 H 1.137 4.134 1.071  C32 1.086
59 H -0.906 1.020 2.934  C36 1.091
60 H -3.356 1.238 2.511  C37 1.084
61 H -2.560 2.071 -1.618  C43 1.089
62 H -0.116 1.680 -1.247  C44 1.096
63 H 3.248 -2.326 2.218  C48 1.086
64 H 4.950 -2.930 0.452  C49 1.092
65 H 5.668 -1.227 -1.199  C50 1.093
66 H 4.616 1.066 -1.204  C51 1.088

***

No. 3
Here is the molecule CH2NP at a distorted geometry from the Open Molecules 2025 dataset. Energies are from ωB97M-V/def2-TZVPD.

Calculated values
DFT total energy	-435.15240	hartree
relative energy (zero: lowest compared OMol25 entry of this formula, charge and spin)	139.4	kcal per mole

Bonds (Å) are listed after each position.
Atoms and positions in Å:
1 C -0.170 0.306 -1.636  P3 1.661
2 N -0.891 -0.191 0.402  P3 1.590, H5 1.103
3 P 0.546 -0.307 -0.268  C1 1.661, N2 1.590, H4 1.325
4 H 1.714 -0.368 0.354  P3 1.325
5 H -1.198 0.560 1.149  N2 1.103

***

No. 4
Here is a cluster of 2 separate species, C4H9NO2 in total at a distorted geometry from the Open Molecules 2025 dataset. Energies are from ωB97M-V/def2-TZVPD.

Calculated values
spin multiplicity	2
expectation value of S²	0.763
DFT total energy	-362.75999	hartree
relative energy (zero: lowest compared OMol25 entry of this formula, charge and spin)	0.0	kcal per mole
charge	+1

Bonds (Å) are listed after each position.
Atoms and positions in Å:
1 O 1.333 0.617 -1.648  C2 1.210
2 C 1.769 -0.344 -2.241  O1 1.210, O3 1.313, H4 1.101
3 O 2.920 -0.292 -2.870  C2 1.313, H5 0.966
4 H 1.239 -1.308 -2.286  C2 1.101
5 H 3.084 -1.072 -3.415  O3 0.966
6 C 0.036 0.898 1.691  C7 1.498, H10 1.090, H11 1.086, H12 1.084
7 C -1.115 0.223 1.010  C6 1.498, C8 1.403, N9 1.311
8 C -2.280 -0.144 1.699  C7 1.403, H13 1.082, H14 1.081
9 N -0.918 -0.229 -0.205  C7 1.311, H15 1.034, H16 1.013
10 H 0.225 1.858 1.208  C6 1.090
11 H 0.926 0.283 1.605  C6 1.086
12 H -0.225 1.122 2.719  C6 1.084
13 H -3.076 -0.707 1.231  C8 1.082
14 H -2.427 0.171 2.723  C8 1.081
15 H -0.013 -0.071 -0.678  N9 1.034
16 H -1.477 -1.005 -0.542  N9 1.013

***

No. 5
Here is the molecule C2H5N3OS at a distorted geometry from the Open Molecules 2025 dataset. Energies are from ωB97M-V/def2-TZVPD.

Calculated values
SMILES	N/N=C/NSC=O
DFT total energy	-716.84313	hartree
relative energy (zero: lowest compared OMol25 entry of this formula, charge and spin)	61.2	kcal per mole

Bonds (Å) are listed after each position.
Atoms and positions in Å:
1 C 0.708 -0.727 0.094  H5 1.098, N9 1.276, N10 1.397
2 C -2.284 0.681 0.192  H7 1.107, O11 1.202, S12 1.796
3 H 2.250 1.739 -0.881  N8 0.996
4 H 2.810 0.196 -0.608  N8 1.015
5 H 1.515 -1.236 0.636  C1 1.098
6 H -0.682 -2.056 0.854  N10 1.011
7 H -1.651 0.862 1.083  C2 1.107
8 N 2.157 0.918 -0.324  H3 0.996, H4 1.015, N9 1.370
9 N 0.870 0.450 -0.373  C1 1.276, N8 1.370
10 N -0.546 -1.338 0.155  C1 1.397, H6 1.011, S12 1.692
11 O -3.250 1.329 -0.108  C2 1.202
12 S -1.898 -0.818 -0.718  C2 1.796, N10 1.692

***

No. 6
Here is the molecule C20H26N2O4 at a distorted geometry from the Open Molecules 2025 dataset. Energies are from ωB97M-V/def2-TZVPD.

Calculated values
SMILES	CC1(C)CC(NC(=O)COc2ccc3ccc(=O)oc3c2)CC(C)(C)N1
DFT total energy	-1188.22354	hartree
relative energy (zero: lowest compared OMol25 entry of this formula, charge and spin)	24.6	kcal per mole

Bonds (Å) are listed after each position.
Atoms and positions in Å:
1 C -5.293 -0.675 0.149  H2 1.087, H3 1.087, H4 1.087, C5 1.537
2 H -5.401 -0.475 1.212  C1 1.087
3 H -5.471 -1.731 -0.033  C1 1.087
4 H -6.046 -0.100 -0.385  C1 1.087
5 C -3.885 -0.275 -0.319  C1 1.537, N6 1.453, C35 1.536, C49 1.540
6 N -3.677 1.081 0.160  C5 1.453, H7 1.013, C8 1.455
7 H -4.350 1.707 -0.266  N6 1.013
8 C -2.361 1.702 0.174  N6 1.455, C9 1.535, C41 1.536, C45 1.539
9 C -1.367 0.738 0.836  C8 1.535, C10 1.526, H39 1.091, H40 1.093
10 C -1.440 -0.660 0.227  C9 1.526, N11 1.453, C35 1.525, H38 1.092
11 N -0.496 -1.543 0.890  C10 1.453, C12 1.346, H34 1.008
12 C 0.531 -2.129 0.246  N11 1.346, O13 1.209, C14 1.541
13 O 0.752 -2.010 -0.937  C12 1.209
14 C 1.427 -2.982 1.166  C12 1.541, O15 1.406, H32 1.094, H33 1.099
15 O 2.691 -3.210 0.595  C14 1.406, C16 1.351
16 C 3.459 -2.142 0.283  O15 1.351, C17 1.387, C21 1.406
17 C 3.174 -0.832 0.634  C16 1.387, C18 1.391, H31 1.077
18 C 4.045 0.186 0.260  C17 1.391, C19 1.403, O28 1.351
19 C 5.222 -0.092 -0.452  C18 1.403, C20 1.402, C24 1.428
20 C 5.499 -1.426 -0.782  C19 1.402, C21 1.369, H23 1.080
21 C 4.640 -2.430 -0.424  C16 1.406, C20 1.369, H22 1.078
22 H 4.838 -3.458 -0.680  C21 1.078
23 H 6.401 -1.650 -1.331  C20 1.080
24 C 6.058 1.013 -0.798  C19 1.428, C25 1.348, H30 1.081
25 C 5.707 2.265 -0.443  C24 1.348, C26 1.452, H29 1.078
26 C 4.485 2.531 0.295  C25 1.452, O27 1.206, O28 1.373
27 O 4.103 3.619 0.648  C26 1.206
28 O 3.708 1.445 0.615  C18 1.351, C26 1.373
29 H 6.305 3.129 -0.683  C25 1.078
30 H 6.969 0.820 -1.348  C24 1.081
31 H 2.284 -0.552 1.173  C17 1.077
32 H 0.980 -3.974 1.274  C14 1.094
33 H 1.519 -2.519 2.158  C14 1.099
34 H -0.627 -1.690 1.878  N11 1.008
35 C -2.861 -1.199 0.358  C5 1.536, C10 1.525, H36 1.091, H37 1.093
36 H -2.925 -2.196 -0.079  C35 1.091
37 H -3.108 -1.270 1.420  C35 1.093
38 H -1.126 -0.644 -0.819  C10 1.092
39 H -0.357 1.137 0.738  C9 1.091
40 H -1.611 0.665 1.899  C9 1.093
41 C -2.495 2.953 1.056  C8 1.536, H42 1.086, H43 1.087, H44 1.087
42 H -1.520 3.392 1.246  C41 1.086
43 H -3.121 3.695 0.566  C41 1.087
44 H -2.956 2.690 2.005  C41 1.087
45 C -1.844 2.150 -1.205  C8 1.539, H46 1.085, H47 1.087, H48 1.088
46 H -1.537 1.311 -1.821  C45 1.085
47 H -0.985 2.805 -1.079  C45 1.087
48 H -2.619 2.702 -1.734  C45 1.088
49 C -3.832 -0.436 -1.849  C5 1.540, H50 1.087, H51 1.088, H52 1.085
50 H -4.230 -1.408 -2.132  C49 1.087
51 H -4.438 0.332 -2.326  C49 1.088
52 H -2.821 -0.363 -2.234  C49 1.085